[1]
{"formula": "C5H9B", "method": "wB97M-V/def2-TZVPD", "elements": ["B", "C", "C", "C", "C", "C", "H", "H", "H", "H", "H", "H", "H", "H", "H"], "positions_angstrom": [[0.40, 0.02, 0.48], [-2.42, -0.37, -1.22], [-1.54, -0.80, -2.08], [-1.25, -1.18, -0.63], [1.49, -0.77, 1.24], [0.05, 1.56, 0.20], [-3.14, 0.31, -1.09], [-1.42, -0.82, -3.15], [-1.55, -2.27, -0.31], [1.92, -0.24, 2.03], [2.45, -0.96, 0.66], [1.04, -1.71, 1.49], [-0.44, 1.81, 1.09], [-0.66, 1.49, -0.64], [0.88, 2.21, -0.01]], "lowdin_charge": [-0.05, -0.11, -0.11, -0.14, -0.06, -0.05, 0.05, 0.08, 0.07, 0.03, 0.10, 0.05, 0.05, 0.04, 0.05], "e_above_lowest_kj_mol": 464.1, "total_charge": 0, "spin_multiplicity": 1}


[2]
{"formula": "C27H52IN2O5", "method": "wB97M-V/def2-TZVPD", "elements": ["C", "C", "C", "C", "C", "C", "C", "C", "C", "C", "C", "N", "C", "C", "C", "I", "C", "C", "O", "C", "C", "O", "C", "O", "C", "N", "C", "C", "C", "H", "H", "H", "H", "H", "H", "H", "H", "H", "H", "H", "H", "H", "H", "H", "H", "H", "H", "H", "H", "H", "H", "H", "H", "H", "H", "H", "H", "H", "H", "H", "H", "H", "H", "H", "H", "H", "H", "H", "H", "H", "H", "H", "H", "O", "C", "O", "C", "C", "C", "H", "H", "H", "H", "H", "H", "H", "H"], "positions_angstrom": [[2.11, -4.97, -0.33], [2.43, -3.87, -1.36], [3.75, -3.14, -1.12], [3.71, -1.70, -1.64], [2.84, -0.79, -0.77], [3.43, 0.59, -0.51], [2.42, 1.59, 0.07], [2.30, 1.58, 1.60], [0.88, 1.23, 2.06], [0.62, -0.26, 1.82], [-0.86, -0.62, 1.75], [-1.23, -1.36, 0.48], [-0.36, -2.58, 0.25], [-0.29, -3.54, 1.44], [1.10, -3.65, 2.08], [0.98, -3.64, 4.21], [-1.01, -0.41, -0.66], [-2.23, 0.47, -0.87], [-1.98, 1.56, -1.65], [-1.79, 1.36, -3.07], [-0.92, 2.48, -3.60], [-3.27, -0.33, -1.42], [-3.34, -1.60, -0.91], [-2.67, -2.48, -1.89], [-3.21, -3.65, -1.98], [-3.67, -4.71, -2.02], [-2.71, -1.82, 0.46], [-3.59, -1.28, 1.58], [-5.01, -1.86, 1.53], [1.38, -4.64, 0.40], [1.72, -5.87, -0.81], [3.01, -5.27, 0.20], [1.61, -3.15, -1.38], [2.44, -4.32, -2.36], [4.55, -3.68, -1.63], [3.97, -3.15, -0.05], [3.33, -1.72, -2.66], [4.72, -1.30, -1.69], [2.68, -1.32, 0.18], [1.86, -0.66, -1.23], [3.82, 0.98, -1.45], [4.29, 0.52, 0.16], [1.44, 1.41, -0.39], [2.70, 2.59, -0.27], [2.57, 2.55, 2.01], [2.98, 0.83, 2.01], [0.19, 1.80, 1.45], [0.73, 1.50, 3.11], [1.08, -0.84, 2.62], [1.13, -0.50, 0.89], [-1.17, -1.20, 2.62], [-1.45, 0.29, 1.74], [-0.78, -3.08, -0.62], [0.63, -2.23, -0.04], [-1.05, -3.30, 2.18], [-0.56, -4.54, 1.08], [1.76, -2.84, 1.77], [1.57, -4.59, 1.83], [-0.14, 0.22, -0.46], [-0.81, -1.00, -1.55], [-2.56, 0.88, 0.09], [-2.77, 1.37, -3.53], [-1.32, 0.39, -3.25], [-0.35, 2.15, -4.47], [-1.52, 3.35, -3.88], [-0.22, 2.81, -2.83], [-4.38, -1.89, -0.86], [-2.67, -2.90, 0.60], [-3.66, -0.19, 1.58], [-3.17, -1.56, 2.54], [-5.00, -2.92, 1.28], [-5.47, -1.76, 2.51], [-5.64, -1.35, 0.80], [1.39, 4.45, -1.28], [0.64, 5.14, -0.64], [1.03, 6.39, -0.34], [0.18, 7.34, 0.31], [0.19, 7.18, 1.82], [-0.68, 4.62, -0.14], [-0.83, 7.29, -0.10], [0.59, 8.30, 0.03], [-0.20, 6.21, 2.13], [-0.41, 7.95, 2.28], [1.21, 7.26, 2.19], [-0.50, 4.06, 0.78], [-1.08, 3.94, -0.89], [-1.42, 5.39, 0.07]], "lowdin_charge": [-0.09, -0.23, -0.21, -0.19, -0.22, -0.19, -0.19, -0.17, -0.18, -0.17, -0.09, -0.12, -0.10, -0.25, -0.68, 0.85, -0.01, -0.33, -0.05, -0.20, -0.04, 0.07, -0.25, 0.05, -0.34, 0.20, -0.15, -0.17, -0.06, -0.01, 0.09, 0.09, 0.07, 0.11, 0.12, 0.11, 0.12, 0.11, 0.09, 0.10, 0.12, 0.12, 0.09, 0.10, 0.11, 0.12, 0.10, 0.12, 0.10, 0.06, 0.12, 0.13, 0.13, 0.09, 0.07, 0.13, 0.04, 0.01, 0.12, 0.15, 0.16, 0.13, 0.12, 0.08, 0.08, 0.06, 0.16, 0.16, 0.12, 0.12, 0.09, 0.09, 0.09, 0.09, -0.52, 0.01, -0.23, -0.06, 0.03, 0.11, 0.13, 0.07, 0.08, 0.09, 0.08, 0.07, 0.07], "total_charge": 1, "spin_multiplicity": 1}


Number 1: energy -6001.617 eV, HOMO -7.450 eV, HOMO-LUMO gap 0.299 Ha. Number 2: energy -50152.541 eV, HOMO -12.231 eV, HOMO-LUMO gap 0.371 Ha.